# 1
Here is a molecular structure, C39H86O45S13 at a distorted geometry from OMol25. Energies are from the ωB97M-V functional and the def2-TZVPD basis.

Geometry as XYZ:
```
183
Properties=species:S:1:pos:R:3
C -10.37 -4.83 4.35
C -9.08 -4.69 5.17
O -8.66 -6.04 5.33
S -9.92 -6.90 5.78
O -10.35 -6.53 7.08
O -9.84 -8.28 5.46
O -10.87 -6.12 4.66
H -10.11 -4.76 3.29
H -11.07 -4.03 4.58
H -9.27 -4.08 6.06
H -8.20 -4.29 4.68
C -16.38 -11.69 5.50
C -15.08 -11.89 4.68
O -14.08 -12.09 5.68
S -14.62 -12.38 7.19
O -13.88 -11.69 8.20
O -14.88 -13.78 7.32
O -16.00 -11.65 6.85
H -17.06 -12.52 5.30
H -16.93 -10.79 5.26
H -14.84 -10.97 4.15
H -15.14 -12.76 4.04
C -9.40 -10.36 -1.98
C -8.45 -11.51 -2.38
O -9.08 -12.72 -1.98
S -10.63 -12.46 -1.50
O -10.92 -13.34 -0.42
O -11.48 -12.41 -2.63
O -10.24 -10.98 -1.02
H -10.02 -10.02 -2.81
H -8.81 -9.57 -1.55
H -7.49 -11.51 -1.85
H -8.30 -11.53 -3.46
C -19.21 -11.09 -3.59
C -18.97 -10.22 -2.32
O -17.58 -10.30 -2.10
S -16.77 -10.55 -3.47
O -15.55 -11.22 -3.22
O -16.78 -9.38 -4.28
O -17.93 -11.60 -3.98
H -19.57 -10.60 -4.50
H -19.88 -11.92 -3.36
H -19.44 -10.70 -1.47
H -19.39 -9.24 -2.52
C -9.81 -14.63 6.98
C -11.25 -14.14 6.89
O -11.05 -12.78 6.43
S -9.90 -12.76 5.30
O -9.02 -11.65 5.53
O -10.43 -12.94 3.99
O -9.15 -14.08 5.83
H -9.70 -15.71 6.81
H -9.28 -14.31 7.88
H -11.72 -14.09 7.86
H -11.82 -14.66 6.12
C -13.44 -18.35 0.19
C -13.94 -18.41 -1.23
O -14.97 -17.44 -1.27
S -14.55 -16.13 -0.40
O -15.65 -15.49 0.22
O -13.71 -15.26 -1.18
O -13.66 -17.00 0.61
H -12.38 -18.58 0.28
H -13.98 -19.00 0.88
H -14.35 -19.35 -1.58
H -13.14 -18.08 -1.90
O -11.12 -16.01 4.23
S -11.76 -16.43 2.99
O -11.49 -17.76 2.51
O -13.36 -16.31 3.14
C -13.86 -15.15 3.81
C -15.29 -15.49 4.24
C -11.31 -15.21 1.74
H -13.84 -14.26 3.18
H -13.28 -14.99 4.72
H -16.01 -15.45 3.42
H -15.66 -14.70 4.90
H -15.33 -16.42 4.81
H -10.64 -14.49 2.19
H -12.23 -14.73 1.43
H -10.83 -15.77 0.94
O -17.05 -10.08 2.56
S -18.35 -10.56 2.16
O -18.42 -11.49 1.06
O -19.09 -11.21 3.48
C -20.16 -12.12 3.25
C -20.11 -13.22 4.31
C -19.45 -9.15 1.92
H -20.13 -12.64 2.29
H -21.10 -11.58 3.29
H -20.59 -12.90 5.23
H -19.07 -13.51 4.44
H -20.64 -14.10 3.95
H -20.47 -9.47 2.12
H -19.33 -8.87 0.88
H -19.17 -8.36 2.61
O -19.35 -5.37 -0.21
S -18.13 -5.71 0.47
O -18.09 -5.98 1.89
O -17.55 -6.99 -0.25
C -16.28 -7.54 0.25
C -15.23 -7.54 -0.81
C -16.86 -4.49 0.08
H -16.44 -8.54 0.67
H -15.99 -7.00 1.15
H -15.33 -8.25 -1.62
H -14.33 -7.74 -0.20
H -15.04 -6.60 -1.33
H -17.36 -3.53 0.08
H -16.47 -4.70 -0.91
H -16.20 -4.56 0.94
O -11.85 -9.66 0.86
S -12.78 -9.87 1.95
O -13.82 -8.92 2.17
O -13.40 -11.34 1.84
C -13.71 -11.82 0.51
C -15.15 -11.51 0.18
C -11.81 -9.98 3.49
H -13.49 -12.89 0.48
H -13.07 -11.39 -0.27
H -15.88 -11.97 0.86
H -15.39 -11.99 -0.77
H -15.36 -10.45 0.22
H -10.87 -10.52 3.38
H -12.44 -10.50 4.22
H -11.60 -8.98 3.86
O -8.10 -7.79 0.49
S -8.27 -8.03 1.90
O -9.23 -7.37 2.74
O -8.52 -9.61 2.08
C -7.85 -10.54 1.20
C -8.11 -11.94 1.68
C -6.64 -7.82 2.68
H -6.79 -10.35 1.37
H -8.18 -10.41 0.17
H -8.03 -12.02 2.76
H -7.34 -12.56 1.21
H -9.08 -12.35 1.39
H -5.89 -8.29 2.04
H -6.65 -8.28 3.66
H -6.44 -6.75 2.76
O -17.35 -16.59 -3.96
S -17.90 -15.38 -3.48
O -18.99 -14.68 -4.14
O -18.31 -15.61 -1.92
C -19.13 -14.67 -1.27
C -19.56 -15.09 0.12
C -16.61 -14.17 -3.24
H -20.06 -14.57 -1.84
H -18.65 -13.68 -1.28
H -19.80 -14.21 0.71
H -18.82 -15.69 0.65
H -20.42 -15.75 0.02
H -17.04 -13.36 -2.67
H -16.15 -13.90 -4.19
H -15.83 -14.76 -2.75
O -13.28 -4.58 -0.25
S -12.77 -4.84 1.06
O -12.09 -3.83 1.83
O -14.06 -5.40 1.91
C -13.90 -5.54 3.33
C -15.25 -5.35 4.00
C -11.76 -6.32 1.10
H -13.25 -4.77 3.77
H -13.45 -6.52 3.48
H -15.81 -4.51 3.59
H -15.17 -5.22 5.08
H -15.91 -6.21 3.81
H -11.56 -6.64 2.11
H -10.80 -6.01 0.68
H -12.25 -7.06 0.48
C -14.08 -7.09 8.90
C -15.34 -6.75 8.38
C -15.64 -7.15 7.08
C -14.71 -7.94 6.40
C -13.59 -8.47 7.01
C -13.25 -8.00 8.28
H -13.83 -6.69 9.88
H -15.99 -6.09 8.93
H -16.56 -6.86 6.58
H -14.76 -8.11 5.33
H -12.98 -9.13 6.40
H -12.29 -8.14 8.75
```

Values from the calculation:
Calculated total energy = -274824.7554 eV
Maximum force = 2.7 eV/A
Kohn-Sham gap = 9.1936 eV
HOMO level = -9.0 eV
Molar mass = 1691.94 g/mol

# 2
Here is 12 unconnected molecules or ions with the total composition C39H88F33N6O5P5S at a distorted geometry from OMol25. Energies are from the ωB97M-V functional and the def2-TZVPD basis.

Geometry as XYZ:
```
177
Properties=species:S:1:pos:R:3
C 0.66 0.97 0.53
C 0.39 0.28 -0.82
O -0.70 0.39 -1.43
N 1.43 -0.70 -1.35
H 1.29 -0.80 -2.35
H 2.36 -0.31 -1.28
C 1.28 -2.04 -0.68
H 0.66 0.19 1.29
H -0.06 1.75 0.79
H 1.60 1.52 0.45
H 1.50 -1.87 0.38
H 1.84 -2.80 -1.22
H 0.21 -2.25 -0.68
C -3.18 4.20 5.73
C -2.69 4.72 4.44
O -1.85 5.56 4.35
N -3.14 4.05 3.12
H -3.51 3.12 3.23
H -3.88 4.64 2.74
C -2.01 3.94 2.16
H -2.60 3.48 6.30
H -4.25 4.00 5.71
H -3.22 4.91 6.56
H -1.48 4.88 2.01
H -2.51 3.63 1.24
H -1.37 3.16 2.56
C 4.03 -3.00 3.04
C 3.54 -3.92 4.12
C 2.45 -4.88 3.53
N 2.01 -6.18 4.40
C 1.59 -5.78 5.78
C 3.09 -7.24 4.50
C 2.33 -8.60 4.45
C 0.91 -8.32 4.00
C 0.77 -6.86 3.78
H 4.73 -2.27 3.44
H 3.20 -2.35 2.79
H 4.48 -3.51 2.19
H 3.10 -3.44 4.99
H 4.37 -4.50 4.53
H 2.71 -5.13 2.50
H 1.45 -4.45 3.56
H 1.23 -6.71 6.23
H 0.88 -4.97 5.65
H 2.45 -5.44 6.36
H 3.82 -7.07 5.29
H 3.66 -6.94 3.62
H 2.30 -8.89 5.50
H 2.73 -9.39 3.81
H 0.11 -8.67 4.65
H 0.77 -8.88 3.08
H -0.13 -6.38 4.14
H 0.83 -6.60 2.72
C -6.83 5.38 -6.00
C -5.35 4.88 -5.78
C -5.17 4.40 -4.26
N -3.76 4.18 -3.79
C -2.95 5.52 -3.70
C -3.10 3.04 -4.63
C -2.58 1.95 -3.65
C -3.51 2.11 -2.46
C -3.93 3.59 -2.36
H -7.42 4.60 -5.54
H -7.03 5.67 -7.04
H -7.09 6.22 -5.36
H -4.68 5.65 -6.16
H -5.38 4.09 -6.53
H -5.65 3.45 -4.00
H -5.57 5.15 -3.57
H -3.62 6.24 -3.21
H -2.79 5.88 -4.72
H -2.04 5.20 -3.22
H -2.36 3.64 -5.16
H -3.84 2.65 -5.33
H -1.56 2.17 -3.34
H -2.68 0.92 -3.96
H -3.05 1.68 -1.57
H -4.46 1.61 -2.65
H -3.36 4.28 -1.75
H -4.93 3.67 -1.93
C -3.54 -1.10 -7.33
C -3.79 -2.26 -6.41
C -2.75 -2.51 -5.30
N -3.34 -3.43 -4.16
C -3.93 -4.85 -4.60
C -2.23 -3.59 -3.04
C -2.60 -2.58 -2.00
C -4.09 -2.69 -1.86
C -4.44 -2.64 -3.36
H -3.63 -0.33 -6.57
H -4.36 -0.94 -8.04
H -2.59 -1.14 -7.86
H -3.91 -3.14 -7.04
H -4.78 -2.23 -5.96
H -2.31 -1.64 -4.82
H -1.90 -3.04 -5.72
H -3.27 -5.17 -5.40
H -4.98 -4.80 -4.89
H -3.98 -5.61 -3.83
H -2.22 -4.64 -2.73
H -1.23 -3.38 -3.42
H -2.11 -2.83 -1.06
H -2.42 -1.51 -2.12
H -4.36 -3.60 -1.33
H -4.41 -1.77 -1.36
H -5.40 -3.05 -3.66
H -4.34 -1.59 -3.62
C 7.28 5.19 0.85
C 5.88 4.59 1.18
C 5.46 4.69 2.64
N 3.98 4.23 2.97
C 3.89 2.82 2.33
C 2.84 5.13 2.33
C 1.66 4.86 3.22
C 2.17 4.41 4.59
C 3.67 4.42 4.45
H 7.42 6.27 0.98
H 7.41 5.03 -0.22
H 8.00 4.69 1.49
H 5.98 3.54 0.90
H 5.17 5.02 0.48
H 5.51 5.76 2.87
H 6.24 4.30 3.31
H 2.91 2.40 2.57
H 4.61 2.11 2.74
H 3.99 2.85 1.25
H 2.66 4.84 1.29
H 3.28 6.12 2.24
H 1.10 4.14 2.63
H 0.94 5.68 3.29
H 1.89 3.37 4.78
H 1.86 5.06 5.41
H 4.26 3.73 5.06
H 4.01 5.45 4.58
C 2.35 -5.66 -0.68
F 1.56 -6.04 -1.71
F 3.22 -4.76 -1.10
F 1.68 -5.27 0.46
S 3.36 -7.19 -0.20
O 4.30 -6.86 0.90
O 2.32 -8.14 0.22
O 4.05 -7.74 -1.38
P 5.11 0.13 -0.35
F 3.93 0.20 0.80
F 6.13 0.22 0.88
F 5.06 -1.53 -0.13
F 6.27 -0.07 -1.47
F 4.04 0.19 -1.53
F 5.21 1.72 -0.59
P 1.06 -0.55 -5.02
F 1.95 0.00 -6.27
F 2.34 -0.89 -4.10
F 1.02 0.92 -4.23
F 0.10 -1.28 -3.84
F -0.20 -0.11 -5.95
F 1.24 -2.00 -5.63
P -0.65 0.54 4.88
F 0.46 1.71 4.82
F -0.67 0.20 3.26
F 0.41 -0.66 5.19
F -1.89 -0.60 4.91
F -0.78 0.67 6.49
F -1.67 1.75 4.58
P -1.64 -3.12 2.23
F -0.37 -2.24 2.74
F -0.73 -3.83 1.14
F -1.14 -4.27 3.36
F -2.94 -4.00 1.95
F -2.49 -2.42 3.41
F -1.91 -1.86 1.29
P 0.50 4.64 -0.96
F 0.07 6.03 -0.20
F 0.62 3.75 0.40
F -0.95 4.10 -0.85
F 0.77 3.27 -1.83
F 0.17 5.26 -2.39
F 2.14 5.05 -0.99
```

Values from the calculation:
Calculated total energy = -208028.3375 eV
2S+1 = 2
Maximum force = 5.8 eV/A
Kohn-Sham gap (alpha / beta) = 2.1704 / 6.5337 eV
HOMO level (alpha / beta) = -1.6 / -6.0 eV
Molar mass = 1535.04 g/mol
Total charge = -1